(1)
Below is 4 unconnected molecules or ions with the total composition C18H50FN3O8PS in a non-equilibrium geometry, with properties calculated with ωB97M-V with the def2-TZVPD basis set.

Structure (XYZ):
```
82
Properties=species:S:1:pos:R:3:lowdin_charge:R:1
H 1.0429 4.1173 -5.2844 0.080
H 0.8196 -2.6887 -0.7062 0.122
H -0.6241 -5.2526 0.0646 0.103
H 1.5406 1.1657 4.6284 0.112
O -0.4097 2.3598 2.1426 -0.176
H 4.8890 5.2486 1.6936 0.084
H -1.0457 -3.6288 3.4085 0.099
C 0.3001 4.5826 -5.9418 -0.118
C -0.1895 -0.4502 -4.3916 -0.222
H -1.7104 -6.1584 1.7970 0.106
C 0.0405 -4.4116 0.3172 -0.229
C 1.0562 -0.0455 -5.1688 -0.197
H -4.7275 -1.5960 6.0175 -0.095
C 0.0570 1.3484 -6.9270 -0.222
H -0.4606 3.1244 0.2681 0.079
O -3.1978 -4.8326 2.3323 -0.175
H -3.0289 -2.8365 5.7254 -0.084
H -1.0834 -0.4994 -5.0264 0.116
H -0.6790 2.7719 -8.3309 0.120
C -1.3371 -1.7568 -1.2506 -0.106
C -0.7847 -4.3626 2.6433 -0.188
H -1.2407 -3.0849 1.1376 0.072
C -0.0264 2.7632 -7.4530 -0.222
O -0.2527 -2.1169 5.1762 -0.426
H 0.8276 5.1358 -6.7255 0.086
H 3.6708 5.4201 0.4136 0.084
H 3.8034 1.1401 3.4067 0.126
H -1.5255 -1.5141 -0.1987 0.084
H 0.8958 1.9732 -5.1946 0.071
H -0.5028 2.3902 -3.6744 0.074
O -1.0694 -3.1404 -1.4312 -0.197
C -3.5281 -4.5601 0.9902 -0.112
O 3.9358 3.5208 1.0489 -0.196
H 3.1590 5.1559 2.0915 0.079
H -3.2170 -1.8098 7.5037 -0.087
C 1.2191 1.9696 3.9645 -0.194
C 4.4321 2.6999 2.1022 -0.221
N -0.4346 -3.6182 1.4353 -0.040
H 0.7705 0.6632 2.2659 0.114
C 0.2829 2.8289 1.0114 -0.119
H 0.6477 2.6696 4.5770 0.121
H 5.1813 2.0332 1.6649 0.118
H 1.0195 -4.8319 0.5722 0.121
H -1.8673 1.4375 -4.3122 0.089
H -3.2434 -3.5472 0.6891 0.074
C -1.1652 1.5413 -3.4801 -0.087
H -0.2903 5.2840 -5.3553 0.088
H 0.3419 0.6843 -7.7494 0.123
H -0.0223 -1.4630 -4.0121 0.121
H 2.1116 3.4568 2.9038 0.066
H 1.2761 -0.8336 -5.8969 0.118
P -3.2935 -1.4528 6.0989 0.200
H -3.0601 -5.2750 0.3049 0.083
H 0.1129 -4.8767 3.0030 0.121
O -0.4484 0.3437 -3.2515 -0.214
C 3.3408 1.8622 2.7270 -0.223
H 2.8573 1.2910 1.9216 0.107
C -1.9118 -5.3825 2.5504 -0.225
H -0.9522 1.0582 -6.6022 0.107
C 3.9131 4.8992 1.3391 -0.128
C 0.1896 -3.5575 -0.9221 -0.227
H -3.1416 -1.0496 4.7018 -0.082
N 2.4080 2.6818 3.4825 -0.051
C 0.2729 1.3846 2.9261 -0.207
H -1.7254 1.7618 -2.5711 0.091
N 1.0490 1.2348 -5.8691 -0.050
H -0.5183 -1.1399 -1.6181 0.066
H -4.6121 -4.6426 0.8963 0.084
H -1.9681 -5.8878 3.5175 0.121
O -0.4079 -1.5075 7.5308 -0.417
H 0.9214 2.0529 0.5767 0.086
H 0.9005 3.7076 1.2300 0.068
H 0.6797 -4.1485 -1.7036 0.116
O -0.5966 3.6419 -6.4933 -0.193
H -3.3361 -0.0387 6.4776 -0.085
H 4.9252 3.3139 2.8626 0.118
H 0.9622 3.1177 -7.7609 0.121
F -0.4661 0.2059 5.7940 -0.317
H -2.2323 -1.5232 -1.8252 0.092
H -0.4974 0.8359 3.4651 0.109
H 1.8898 -0.0264 -4.4628 0.121
S -0.9112 -1.3304 6.1917 0.468
```

Results
Maximum force   0.0299 Eh/bohr
Calculated total energy   -63163.286 eV
Net charge   -1

=====

(2)
Below is a molecular structure, C18H51BBaF3N2O22P4 in a non-equilibrium geometry, with properties calculated with ωB97M-V with the def2-TZVPD basis set.

Structure (XYZ):
```
102
Properties=species:S:1:pos:R:3:lowdin_charge:R:1
H 0.8221 0.8365 1.6692 0.050
H 0.1523 6.6892 -1.8858 0.096
C -2.3049 0.5722 2.6034 -0.521
O -3.8110 0.4661 -4.8857 0.089
H -3.7875 -0.4102 -1.9938 0.082
O 3.8371 -3.2501 0.8436 -0.170
O 1.0574 1.2902 3.7057 -0.189
C -0.9501 -3.2939 -1.2454 -0.033
F -2.2255 -0.5715 1.8944 0.146
H 0.9601 3.9559 -6.5167 0.096
H 5.3759 -2.8774 3.1595 0.092
H -6.3210 0.6078 3.0566 0.134
H 1.1871 -2.1503 6.0709 0.094
H 2.8935 -5.7092 -2.3469 0.090
H 2.6687 -5.7351 -4.1052 0.097
H 0.2406 -4.1603 -6.2341 0.097
O 0.7099 -2.8790 -4.6774 -0.200
F -1.4784 1.4751 2.0747 0.166
P 0.3692 3.7245 -3.2850 0.313
H -0.0014 -1.6315 4.8836 0.088
H 2.3974 3.2384 7.3717 0.093
O 1.0770 -0.1344 5.7963 -0.207
H -6.0714 0.1504 5.5185 0.083
H -4.1852 0.0915 -0.3074 0.085
H 3.8593 -3.0482 4.0469 0.093
H 1.5935 2.6612 -5.4573 0.075
C 0.6993 3.1435 -5.8452 -0.056
O 3.8489 -1.5219 2.6536 -0.210
H -2.1024 -1.5975 -3.7762 0.096
H 3.2731 -4.2625 -3.2689 0.088
C 1.0085 -1.4572 5.2494 -0.068
C 1.7132 2.3988 7.2532 -0.083
H -3.1365 1.1018 -1.4386 0.066
P 4.0455 -1.7273 1.1244 0.320
O 3.2808 0.8498 4.8894 -0.220
H -1.7017 4.3306 -0.7504 0.104
P 1.8357 1.0405 5.0465 0.325
H -0.0268 -0.0131 -2.0179 -0.095
O 0.9302 5.1634 -3.0530 -0.186
H -1.2585 0.2019 -0.4710 -0.008
C 4.5485 -2.3273 3.6142 -0.054
O 1.3626 2.2819 5.8737 -0.193
H -1.8786 0.1736 -3.4259 0.074
C 2.6017 -5.1190 -3.2147 -0.060
H -0.7258 -2.7200 -6.1358 0.083
H -7.3613 1.2905 5.1157 0.086
H 0.8023 2.5472 7.8250 0.092
C -3.7603 1.1046 2.5466 -0.400
O 5.5785 -1.6048 0.8465 -0.190
C -1.8904 -0.6140 -4.1731 0.033
O -2.7271 -0.7301 -6.3163 0.065
H 2.1737 -4.3941 1.3313 0.103
F -1.9076 0.3008 3.8522 0.166
H 1.7742 -1.5970 4.4895 0.060
H -5.8902 1.9153 5.7830 0.082
H 2.5259 -4.2857 -0.3592 0.076
P 0.8344 -3.1941 -3.1465 0.318
H 0.4427 -0.7798 -0.3141 -0.038
H 6.8800 -0.1605 1.5306 0.100
O 1.7714 -2.2397 -2.5233 -0.413
H 1.7980 -2.8695 0.4899 0.068
H -0.0492 -3.5032 -0.6705 0.071
O 1.3581 2.6845 -2.9359 -0.404
C 0.1006 6.3157 -2.9065 -0.069
O -4.1914 1.6383 1.5583 0.148
H 0.4536 1.1308 -0.5257 -0.076
C -6.2781 1.1409 5.1223 -0.061
O 3.1647 -0.8017 0.3884 -0.410
O -0.9979 3.6611 -2.5518 -0.192
C -1.0458 3.5382 -1.1078 -0.043
N -5.2063 1.1258 -1.7519 -0.442
H 1.7380 -0.3385 2.5869 0.061
C -3.9666 0.4187 -1.3140 0.028
H -0.9487 6.1251 -3.1373 0.096
H 2.4485 1.2248 2.2031 0.094
H 2.2464 1.5279 7.6399 0.088
H 6.8568 -0.3997 -0.2112 0.094
H 5.5168 0.4837 0.5938 0.083
N -2.8795 -0.2365 -5.2196 -0.436
Ba 2.3729 0.3077 -1.9393 1.919
H -1.3533 -2.3515 -0.8842 0.077
H 0.4435 7.0804 -3.5997 0.096
H -1.0508 -4.0161 -4.9833 0.096
O -0.6484 -3.1700 -2.6535 -0.209
H 0.0829 2.4179 -6.3703 0.093
C -5.7874 1.3033 3.7028 -0.179
H -0.0666 3.6105 -0.6420 0.094
O -5.2310 2.3252 -1.6236 0.075
H 4.9725 -1.6711 4.3684 0.099
C 2.5006 -3.6965 0.5564 -0.060
B -0.1161 0.1321 -0.8374 -0.616
H -0.9197 -0.5701 -4.6654 0.094
C 1.5204 0.7221 2.4913 -0.103
O -6.1127 0.4428 -2.1870 0.064
O -4.3933 0.8981 3.6732 0.046
C -0.2651 -3.5026 -5.5298 -0.059
H -5.8901 2.3335 3.3759 0.131
H -1.6561 -4.1046 -1.0931 0.103
O 1.2440 -4.6972 -3.0028 -0.188
C 6.2310 -0.3334 0.6750 -0.049
O -0.1057 3.6721 -4.7763 -0.185
H -1.5183 2.5946 -0.8550 0.061
```

Results
Maximum force   0.0271 Eh/bohr
Calculated total energy   -114197.411 eV
Net charge   +1
ΔE to the lowest compared entry with this formula, charge and spin   0.0 kcal per mole

=====

> Look up the calculated total energy of the second one.

-114197.411 eV